Density functional theory data (ωB97M-V with the def2-TZVPD basis set) for a structure of composition C68H55GeO2P3PtS2.

Last column: Löwdin charge in e.
Element x y z (Å)
1 Pt -0.541 1.917 -0.140  0.85
2 S 0.234 1.958 -2.438  0.44
3 P 2.089 1.837 -1.554  0.54
4 C 1.518 1.799 0.022  -0.75
5 P 1.826 1.662 1.668  0.54
6 S -0.144 1.748 2.246  0.40
7 C 2.714 0.210 2.278  -0.34
8 C 2.053 -0.875 2.838  -0.09
9 C 2.778 -1.992 3.226  -0.07
10 C 4.149 -2.042 3.024  -0.08
11 C 4.811 -0.963 2.449  -0.08
12 C 4.096 0.166 2.090  -0.09
13 C 2.847 2.983 2.398  -0.33
14 C 3.343 4.032 1.638  -0.09
15 C 4.109 5.025 2.233  -0.07
16 C 4.369 4.980 3.593  -0.08
17 C 3.872 3.933 4.362  -0.07
18 C 3.121 2.935 3.765  -0.08
19 C 3.120 3.288 -1.925  -0.34
20 C 2.520 4.502 -2.247  -0.10
21 C 3.286 5.655 -2.334  -0.07
22 C 4.653 5.600 -2.102  -0.08
23 C 5.259 4.389 -1.789  -0.08
24 C 4.496 3.235 -1.704  -0.09
25 C 3.091 0.467 -2.168  -0.33
26 C 3.227 -0.692 -1.416  -0.06
27 C 3.965 -1.757 -1.919  -0.06
28 C 4.560 -1.661 -3.166  -0.07
29 C 4.425 -0.500 -3.921  -0.08
30 C 3.695 0.563 -3.423  -0.09
31 H 0.977 -0.851 2.957  0.08
32 H 2.264 -2.834 3.670  0.10
33 H 4.707 -2.922 3.319  0.10
34 H 5.882 -0.998 2.296  0.10
35 H 4.617 1.019 1.668  0.11
36 H 3.141 4.070 0.574  0.08
37 H 4.501 5.833 1.627  0.10
38 H 4.963 5.757 4.058  0.10
39 H 4.076 3.893 5.424  0.10
40 H 2.749 2.111 4.364  0.11
41 H 1.449 4.541 -2.407  0.08
42 H 2.812 6.596 -2.581  0.11
43 H 5.251 6.500 -2.172  0.10
44 H 6.326 4.345 -1.611  0.11
45 H 4.971 2.293 -1.457  0.11
46 H 2.738 -0.778 -0.455  0.08
47 H 4.055 -2.664 -1.335  0.11
48 H 5.132 -2.494 -3.558  0.10
49 H 4.887 -0.428 -4.897  0.10
50 H 3.591 1.469 -4.011  0.11
51 C -6.138 1.339 2.545  -0.07
52 C -4.856 1.720 2.920  -0.07
53 C -3.870 1.862 1.957  -0.09
54 C -4.167 1.630 0.615  -0.32
55 C -5.450 1.241 0.242  -0.08
56 C -6.432 1.100 1.210  -0.07
57 P -2.851 1.950 -0.578  0.98
58 C -3.248 1.014 -2.070  -0.35
59 C -3.036 1.575 -3.328  -0.11
60 C -3.256 0.822 -4.472  -0.07
61 C -3.701 -0.486 -4.370  -0.07
62 C -3.913 -1.049 -3.118  -0.08
63 C -3.675 -0.307 -1.973  -0.11
64 C -3.030 3.691 -1.042  -0.30
65 C -4.171 4.239 -1.570  -0.07
66 C -4.218 5.611 -1.871  -0.07
67 C -3.144 6.409 -1.583  -0.02
68 C -1.972 5.883 -0.993  -0.16
69 C -0.897 6.718 -0.598  -0.04
70 C 0.171 6.177 0.054  -0.07
71 C 0.258 4.784 0.272  -0.11
72 C -0.721 3.925 -0.151  -0.33
73 C -1.893 4.489 -0.754  -0.19
74 H -6.908 1.221 3.297  0.11
75 H -4.623 1.901 3.961  0.11
76 H -2.864 2.149 2.243  0.05
77 H -5.683 1.048 -0.798  0.11
78 H -7.429 0.797 0.920  0.11
79 H -2.697 2.600 -3.416  0.10
80 H -3.079 1.264 -5.444  0.11
81 H -3.879 -1.070 -5.263  0.10
82 H -4.252 -2.073 -3.032  0.10
83 H -3.818 -0.759 -0.998  0.10
84 H -5.041 3.619 -1.755  0.11
85 H -5.113 6.035 -2.307  0.10
86 H -3.188 7.474 -1.782  0.11
87 H -0.960 7.783 -0.787  0.11
88 H 0.983 6.810 0.393  0.11
89 H 1.125 4.393 0.785  0.05
90 O 0.862 -1.521 0.354  0.00
91 C -0.007 -1.208 -0.465  -0.66
92 O -0.825 -0.227 -0.335  -0.26
93 C -0.219 -2.089 -1.695  -0.15
94 C -1.300 -3.145 -1.439  -0.25
95 Ge -1.061 -4.366 0.089  1.04
96 C -2.532 -5.662 -0.024  -0.27
97 C -3.584 -5.501 -0.923  -0.11
98 C -4.639 -6.404 -0.964  -0.09
99 C -4.656 -7.490 -0.103  -0.10
100 C -3.615 -7.668 0.799  -0.09
101 C -2.567 -6.760 0.835  -0.11
102 C 0.609 -5.391 0.006  -0.25
103 C 1.811 -4.881 0.499  -0.11
104 C 2.983 -5.620 0.412  -0.09
105 C 2.977 -6.876 -0.180  -0.10
106 C 1.792 -7.392 -0.681  -0.09
107 C 0.620 -6.656 -0.582  -0.11
108 C -1.242 -3.425 1.793  -0.25
109 C -2.100 -2.330 1.884  -0.10
110 C -2.230 -1.615 3.065  -0.08
111 C -1.512 -2.000 4.187  -0.09
112 C -0.669 -3.101 4.120  -0.10
113 C -0.531 -3.801 2.929  -0.11
114 H 0.731 -2.576 -1.930  0.11
115 H -0.514 -1.459 -2.538  0.11
116 H -1.408 -3.781 -2.323  0.08
117 H -2.257 -2.638 -1.304  0.04
118 H -3.584 -4.661 -1.610  0.08
119 H -5.448 -6.260 -1.671  0.10
120 H -5.476 -8.196 -0.133  0.10
121 H -3.622 -8.514 1.475  0.10
122 H -1.762 -6.913 1.547  0.10
123 H 1.830 -3.890 0.928  0.08
124 H 3.906 -5.210 0.807  0.10
125 H 3.893 -7.452 -0.248  0.10
126 H 1.779 -8.371 -1.146  0.10
127 H -0.303 -7.079 -0.964  0.10
128 H -2.658 -2.005 1.012  0.09
129 H -2.887 -0.753 3.106  0.09
130 H -1.605 -1.442 5.111  0.10
131 H -0.112 -3.410 4.997  0.10
132 H 0.142 -4.652 2.887  0.10

Force components x, y, z for each atom (eV/Å):
-0.258 -0.512 0.331
-0.183 0.020 -0.128
-0.060 0.171 0.301
0.611 0.036 0.058
0.072 0.029 -0.294
-0.138 0.038 0.102
-0.120 -0.049 -0.017
-0.076 0.039 0.054
-0.005 -0.053 -0.018
0.011 -0.013 0.006
0.023 -0.029 0.021
0.007 0.054 -0.024
-0.151 -0.022 0.128
0.069 -0.046 -0.110
0.030 0.032 -0.014
0.005 -0.003 0.025
0.011 0.021 -0.013
-0.036 -0.004 0.036
-0.113 -0.008 -0.121
-0.046 -0.015 0.044
0.006 0.027 -0.007
0.022 0.000 -0.001
0.017 0.030 0.009
0.022 -0.040 0.015
-0.083 0.044 -0.034
0.050 -0.002 0.046
-0.007 0.005 -0.035
0.015 -0.025 0.016
0.008 -0.024 -0.025
-0.040 0.028 -0.063
0.004 -0.022 -0.034
-0.021 -0.004 -0.003
-0.004 0.004 -0.003
-0.007 -0.001 -0.007
-0.007 -0.016 -0.009
0.021 -0.017 0.022
0.001 -0.004 0.005
-0.004 -0.002 -0.003
-0.001 0.000 -0.005
0.004 0.011 -0.013
0.013 -0.008 -0.012
0.001 -0.004 0.001
-0.002 -0.004 0.004
-0.009 -0.001 -0.004
-0.005 0.012 -0.009
-0.045 0.005 0.049
0.009 -0.016 0.022
-0.011 0.004 -0.001
0.002 -0.001 0.006
0.003 -0.012 0.014
0.032 0.004 0.036
-0.043 -0.010 -0.009
0.013 -0.015 0.017
0.217 -0.109 0.141
-0.061 0.062 0.002
-0.029 -0.045 -0.026
0.378 0.464 -0.455
-0.100 -0.033 0.033
0.006 -0.002 -0.010
0.006 0.017 -0.005
-0.007 -0.024 0.017
0.032 -0.027 -0.017
0.017 -0.086 -0.019
-0.100 0.035 -0.010
0.048 -0.057 0.007
0.012 0.061 0.011
-0.046 -0.005 -0.007
-0.010 0.007 -0.007
0.026 0.002 0.035
-0.018 0.051 -0.058
-0.047 -0.206 0.133
0.308 0.062 -0.219
-0.088 -0.016 0.203
0.004 0.003 -0.003
-0.002 -0.005 -0.002
-0.055 0.003 -0.012
0.007 0.014 0.038
0.000 0.005 0.011
0.003 -0.014 0.010
-0.007 -0.003 0.005
-0.001 0.001 0.007
0.003 -0.012 -0.001
0.005 0.006 0.002
0.015 -0.010 -0.013
0.007 0.006 0.006
-0.001 -0.005 -0.007
0.005 -0.004 0.001
-0.002 0.005 0.014
-0.117 0.053 -0.110
-0.119 0.030 -0.234
0.237 -0.182 0.368
-0.129 -0.004 -0.293
0.050 -0.060 0.127
0.035 -0.002 0.038
0.030 0.062 -0.066
0.041 0.019 0.009
0.009 0.025 -0.041
-0.018 -0.021 -0.002
-0.022 -0.003 -0.013
-0.017 -0.019 0.000
0.023 0.005 0.039
-0.054 0.054 0.008
-0.051 -0.036 -0.109
0.067 0.037 0.004
0.026 0.005 0.035
0.005 -0.015 -0.007
-0.094 -0.026 -0.006
0.039 0.067 -0.060
0.011 0.023 -0.070
-0.031 0.023 0.018
0.012 -0.005 0.015
0.024 0.018 0.055
0.017 -0.114 -0.003
-0.024 0.038 0.027
0.009 0.017 0.006
-0.011 -0.003 -0.004
-0.103 -0.006 0.024
-0.007 -0.007 0.010
0.004 -0.001 0.003
0.004 0.005 0.001
0.001 0.006 -0.003
-0.003 0.000 -0.004
0.008 0.198 0.107
-0.013 -0.008 -0.015
-0.010 0.019 0.001
-0.007 0.008 0.006
0.020 0.008 -0.001
0.015 0.024 0.002
0.019 -0.025 -0.011
-0.004 -0.007 -0.002
-0.002 -0.001 -0.009
0.001 0.027 0.002

Output
Calculated total energy   -184807.014 eV
E_HOMO   -0.274 Ha
HOMO-LUMO gap   7.27 eV
Energy above the lowest of the compared OMol25 structures with the same formula, charge and spin   0.000 eV
F_max   0.0146 Eh/bohr